[1]
# C3H9OS

2 unconnected molecules or ions with the total composition C3H9OS (wB97M-V/def2-TZVPD, the OMol25 dataset).

```
14
Properties=species:S:1:pos:R:3:forces:R:3:mulliken_charge:R:1
C 0.36669 -1.88245 -1.42358 0.3 -0.1 -0.7 -0.42
O 1.24567 -1.20228 -2.32675 0.2 0.0 -0.1 -0.54
H 0.75186 -1.95463 -0.41005 0.0 0.1 0.0 0.26
H -0.56378 -1.33625 -1.40948 -0.3 0.1 0.2 0.11
H 0.20148 -2.87486 -1.85499 -0.1 -0.1 0.3 0.25
C -1.60779 1.50168 0.22356 0.6 -0.5 0.8 -0.76
S -0.53845 0.42870 1.36672 0.3 -0.1 -1.0 -0.42
C 1.09304 0.87878 1.08758 -0.1 0.4 1.0 -0.82
H -2.32238 1.96966 0.89804 -0.4 0.2 -0.3 0.21
H -2.05599 0.86810 -0.54434 -0.2 0.2 0.0 0.15
H -0.92925 2.23088 -0.20993 0.0 0.1 0.0 0.32
H 1.55027 1.38094 1.94144 0.1 0.1 -0.4 0.24
H 2.07017 -0.99144 -1.88629 -0.1 0.1 0.2 0.31
H 1.74342 0.57043 0.28217 -0.2 -0.4 -0.2 0.12
```
Positions in Å, forces in eV/Å.

As for the LUMO energy: 3.9 eV. The calculation puts the orbital gap at 0.1887 Eh. Its net charge is -1. Its multiplicity is 1. The calculation puts the HOMO energy at -1.232 eV.



[2]
# C5H7FN2

C5H7FN2 in the gas phase (wB97M-V/def2-TZVPD, the OMol25 dataset).

```
15
Properties=species:S:1:pos:R:3:forces:R:3:mulliken_charge:R:1
C -1.87397 -0.73255 -0.14827 -1.6 -3.7 2.4 -1.09
C -0.54231 -0.22181 0.25152 1.7 1.1 -1.2 0.37
C 1.75563 1.19853 0.00889 0.1 4.3 -0.2 -0.26
C 1.80971 -0.21706 -0.11066 1.2 -1.7 -0.4 0.61
C 0.69525 -0.89417 -0.28801 -0.8 0.0 0.8 -0.88
H -1.76061 -1.11396 -1.16643 -0.8 -0.1 0.3 0.33
H -2.67637 -0.05591 -0.01092 -0.3 1.6 -0.7 0.32
H -2.41849 -1.50858 0.65899 2.2 1.0 -2.3 0.28
H -0.27073 -0.19474 1.31707 -1.0 0.5 0.2 0.33
H -1.19956 1.62203 0.50461 1.8 -1.1 -4.4 0.36
H 2.68325 1.87807 0.04880 -1.3 -1.5 0.3 0.35
H 0.63395 -1.92304 -0.43843 0.4 -1.7 -0.3 0.41
N -0.52508 1.11933 -0.42895 -2.0 2.9 6.3 -0.36
N 0.65261 1.91801 -0.12610 1.7 -2.7 -0.4 -0.50
F 3.03672 -0.87417 -0.07213 -1.2 1.2 -0.4 -0.28
```
Positions in Å, forces in eV/Å.

As for the LUMO energy: 0.0 eV. The calculation puts the orbital gap at 0.3318 Eh. Its net charge is 0. Its SMILES is C[C@H]1C=C(F)C=NN1. Its multiplicity is 1. The calculation puts the HOMO energy at -9.073 eV.



[3]
# C4H5NO

A molecular structure, C4H5NO (wB97M-V/def2-TZVPD, the OMol25 dataset).

```
11
Properties=species:S:1:pos:R:3:forces:R:3:mulliken_charge:R:1
O 1.54602 0.33614 1.81249 -0.4 0.1 -0.1 -0.57
C 0.74328 0.05166 0.96478 0.4 -0.2 0.3 0.56
C 0.96265 -0.85813 -0.22309 1.2 0.9 -0.5 -0.24
C -0.16423 0.68129 -0.89071 -0.5 -1.8 0.1 -0.53
N -1.05218 -0.39282 -0.43838 -1.7 -0.2 0.5 -0.47
C -0.58019 0.59115 0.54561 -0.2 -0.4 0.6 -0.16
H 1.87624 -0.86509 -0.77447 1.0 0.3 0.3 0.32
H 0.58718 -1.90234 -0.04404 -0.2 1.3 -1.0 0.18
H -0.58654 1.57632 -1.43301 1.2 -1.1 0.0 0.28
H -2.03405 -0.42202 -0.59645 -1.1 1.0 -0.1 0.20
H -1.29818 1.20383 1.07726 0.3 0.2 -0.1 0.44
```
Positions in Å, forces in eV/Å.

As for the LUMO energy: 0.1 eV. The calculation puts the orbital gap at 0.3050 Eh. Its net charge is 0. Its multiplicity is 1. The calculation puts the HOMO energy at -8.222 eV.



[4]
# C6H7NSe

A molecular structure, C6H7NSe (wB97M-V/def2-TZVPD, the OMol25 dataset).

```
15
Properties=species:S:1:pos:R:3:forces:R:3:mulliken_charge:R:1
C -1.62439 1.70309 -0.01181 -0.4 -0.6 -0.1 -0.30
C -0.21304 1.61935 -0.03248 0.6 -0.2 -0.6 -0.33
C -2.44850 0.60909 0.01638 -1.3 2.9 1.0 -0.28
C -0.77280 -0.97551 0.12768 5.4 2.0 -0.1 0.08
C 0.51052 0.45690 0.02105 -4.7 -2.4 0.4 -0.02
C 2.46590 -1.61413 -0.12172 -0.6 1.5 2.1 -0.84
N -1.94830 -0.62910 0.06555 -2.2 -1.3 0.2 -0.44
Se 2.32288 0.31708 0.13316 1.2 0.2 0.4 0.12
H -1.95673 2.74059 -0.01175 -0.6 -0.5 0.0 0.30
H 0.18041 2.62372 -0.19285 0.9 -0.4 0.3 0.29
H -3.55393 0.80606 0.24642 1.6 -0.8 -0.8 0.26
H -0.39761 -2.03644 0.22852 -0.5 1.4 -0.2 0.34
H 1.54112 -1.73807 -0.58257 -1.1 -1.2 -1.1 0.21
H 3.30714 -1.73132 -0.69005 1.8 -0.6 -1.8 0.35
H 2.58734 -2.15130 0.80447 -0.3 -0.1 0.3 0.26
```
Positions in Å, forces in eV/Å.

As for the LUMO energy: 0.6 eV. The calculation puts the orbital gap at 0.3081 Eh. Its net charge is 0. Its multiplicity is 1. The calculation puts the HOMO energy at -7.834 eV.



[5]
# C5H9N2O

A gas-phase ion, C5H9N2O (charge +1) (wB97M-V/def2-TZVPD, the OMol25 dataset).

```
17
Properties=species:S:1:pos:R:3:forces:R:3:mulliken_charge:R:1
C -1.60110 0.14680 0.05752 1.1 0.4 -0.9 0.54
C 2.06794 0.16981 -0.71416 -3.4 0.4 3.4 -0.73
C 1.69079 0.37745 0.80293 1.9 -2.5 -0.6 -0.72
C -0.04948 -1.45907 -0.27572 -1.8 -3.9 1.0 -0.42
C 0.66172 -0.20850 -0.17026 1.6 4.1 -0.1 0.87
N -0.50159 0.84674 -0.17138 0.7 -5.0 -0.3 -0.21
N -2.81035 0.64335 0.12590 0.2 1.2 -0.4 -0.35
O -1.46113 -1.15960 0.16537 1.0 1.2 -0.2 -0.37
H 2.24842 0.99562 -1.29659 0.1 1.6 -1.6 0.28
H 2.67748 -0.66095 -0.81899 1.1 -1.4 -0.4 0.32
H 2.43678 -0.19494 1.44722 -1.7 0.5 -0.6 0.25
H 1.34285 1.30097 1.22130 0.3 0.5 -0.1 0.29
H -0.19298 -2.10635 -1.18437 0.5 1.6 0.2 0.27
H 0.27350 -2.21581 0.45917 0.2 0.5 -0.1 0.28
H -0.47104 1.78516 -0.39843 0.2 2.1 -0.5 0.17
H -2.98750 1.64502 -0.00063 0.1 -0.8 0.4 0.25
H -3.32431 0.09430 0.75111 -1.9 -0.5 0.7 0.28
```
Positions in Å, forces in eV/Å.

As for the LUMO energy: -3.1 eV. The calculation puts the orbital gap at 0.4176 Eh. Its net charge is +1. Its SMILES is [NH2+]=C1NC2(CC2)CO1. Its multiplicity is 1. The calculation puts the HOMO energy at -14.438 eV.



[6]
# C3H12NO

2 unconnected molecules or ions with the total composition C3H12NO (wB97M-V/def2-TZVPD, the OMol25 dataset).

```
17
Properties=species:S:1:pos:R:3:forces:R:3:mulliken_charge:R:1
C -2.10890 0.44488 1.85360 -3.6 -2.7 1.3 -0.78
O -1.28902 -0.12930 0.84422 -1.2 -0.4 -1.3 -0.54
H -3.24033 0.21078 1.77677 1.5 -0.5 -0.8 0.26
H -1.95748 -0.09147 2.79117 0.8 0.7 0.2 0.32
H -2.30921 1.46605 1.90240 1.4 2.1 0.0 0.34
H -1.90071 -0.66866 0.28425 0.8 0.5 0.7 0.33
C 1.01253 -0.20497 -2.08511 -0.6 1.5 -3.4 -0.77
N 0.79936 0.36665 -0.76369 -0.6 -1.2 2.1 -0.09
C 1.70754 -0.32746 0.19474 -1.0 -0.7 2.3 -0.82
H 0.28499 0.30418 -2.81041 1.2 -0.7 0.9 0.33
H 2.05077 -0.11133 -2.51217 -1.0 0.4 0.9 0.33
H 0.80352 -1.26641 -2.12932 -0.3 -0.1 0.7 0.36
H -0.20041 0.22872 -0.36727 1.2 -0.3 -0.5 0.30
H 0.86729 1.33830 -0.51743 0.7 1.1 -1.4 0.41
H 1.62701 0.14701 1.20189 0.9 0.6 -1.0 0.34
H 2.72859 -0.51289 -0.20670 -1.0 0.2 0.4 0.33
H 1.12444 -1.19409 0.54305 0.8 -0.6 -1.0 0.34
```
Positions in Å, forces in eV/Å.

As for the LUMO energy: -3.2 eV. The calculation puts the orbital gap at 0.4517 Eh. Its net charge is +1. Its multiplicity is 1. The calculation puts the HOMO energy at -15.498 eV.



[7]
# C3H6N2O

C3H6N2O in the gas phase (wB97M-V/def2-TZVPD, the OMol25 dataset).

```
12
Properties=species:S:1:pos:R:3:forces:R:3:mulliken_charge:R:1
C -0.39171 -0.99590 -0.07947 -4.4 -0.4 3.7 0.10
C 1.10698 0.93686 0.18212 -0.6 2.0 -2.1 -0.34
C 1.96594 -0.23749 0.08343 0.4 0.6 -3.1 -0.52
H -2.47178 1.21351 0.12993 1.3 -1.8 -0.2 0.34
H -0.31258 -2.03562 0.14105 0.6 -0.6 -0.1 0.38
H 0.82662 1.22806 1.14570 -0.7 0.3 1.4 0.25
H 1.11112 1.72609 -0.55464 0.5 0.5 0.2 0.23
H 2.66258 -0.28800 -0.78887 -0.1 -0.1 1.5 0.26
H 2.16986 -0.47282 1.07891 0.7 -1.7 1.2 0.36
N -1.56383 -0.51816 0.29375 0.9 -4.0 -0.6 -0.44
N 0.59883 -0.22049 -0.41468 2.7 -0.3 -1.3 -0.27
O -1.66476 0.69730 -0.17774 -1.3 5.5 -0.6 -0.35
```
Positions in Å, forces in eV/Å.

As for the LUMO energy: 1.0 eV. The calculation puts the orbital gap at 0.3292 Eh. Its net charge is 0. Its SMILES is O/N=C\N1CC1. Its multiplicity is 1. The calculation puts the HOMO energy at -7.943 eV.



[8]
# C2H5NO

2 unconnected molecules or ions with the total composition C2H5NO (wB97M-V/def2-TZVPD, the OMol25 dataset).

```
9
Properties=species:S:1:pos:R:3:forces:R:3:mulliken_charge:R:1
C 0.08891 -0.41632 0.43803 1.2 -1.2 0.7 0.19
N 1.43451 -0.28999 0.44729 -2.4 0.0 0.2 -0.36
C -1.12543 -0.71197 0.39318 1.2 -0.2 0.8 -0.54
O -0.59000 1.05056 -1.35877 -0.9 -1.9 -0.7 -0.81
H -0.65540 1.88491 -0.87365 -0.6 -0.7 0.1 0.29
H 1.98774 -0.96897 -0.05873 0.0 0.4 0.2 0.23
H 1.82815 0.54788 0.85400 0.1 -0.3 -0.4 0.24
H -1.80014 -1.17837 1.09054 0.0 -0.1 -0.3 0.32
H -1.16834 0.08227 -0.93188 1.5 3.9 -0.6 0.43
```
Positions in Å, forces in eV/Å.

As for the LUMO energy: 0.6 eV. The calculation puts the orbital gap at 0.3414 Eh. Its net charge is 0. Its SMILES is C#CN.O. Its multiplicity is 1. The calculation puts the HOMO energy at -8.686 eV.